1.
Density functional theory data (wB97M-V/def2-TZVPD) for a 10-piece molecular cluster, C5H30O10 overall at a distorted geometry.

Its spin multiplicity is 1. As for the SMILES: CO.CO.CO.CO.CO.O.O.O.O.O. The calculation puts the HOMO energy at -10.317 eV. For the energy relative to the best compared isomer or geometry (same formula, charge and spin), the calculation gives 59.9 kcal per mole. The molecular weight comes out at 250.3 g mol⁻¹. The strongest force on any atom comes out at 2.332 eV/A. The calculation puts the gap between HOMO and LUMO at 10.7 eV.

Last column: Löwdin charge in e.
CARTESIAN COORDINATES (ANGSTROEM)
H1 0.768 0.394 -1.212  0.009
O1 0.394 -0.072 -0.468  -0.036
H2 -1.732 -2.364 -1.258  0.017
H3 2.309 -1.387 -2.919  0.013
H4 -0.588 1.959 -4.006  0.066
H5 0.889 -1.213 -3.483  0.033
H6 -0.909 -0.970 2.742  0.060
H7 1.492 2.039 -3.072  0.041
O2 1.625 -1.859 -3.372  -0.055
H8 -2.360 1.607 -3.932  0.102
O3 3.377 1.975 1.072  -0.127
H9 0.802 0.255 0.327  0.015
C1 4.130 0.888 1.523  -0.165
O4 -1.090 -2.271 0.481  -0.171
C2 -1.401 -0.456 3.579  -0.089
H10 -0.946 -2.809 -2.509  0.072
O5 -3.221 1.909 1.684  -0.126
C3 -0.012 -3.093 0.776  -0.166
H11 2.501 1.592 0.911  0.040
H12 -3.251 0.169 0.408  0.090
H13 2.765 2.248 -2.348  0.038
C4 -2.670 1.046 0.679  -0.128
O6 1.186 0.864 2.519  -0.041
H14 4.475 0.307 0.691  0.071
H15 -1.001 -0.773 4.543  0.085
H16 1.754 1.621 2.561  0.025
H17 -1.854 1.454 3.042  0.063
H18 0.656 -3.287 -0.096  0.093
H19 4.949 1.288 2.150  0.099
H20 -1.198 0.354 -4.586  0.076
H21 -1.655 0.684 1.012  0.071
H22 0.333 1.063 2.889  -0.031
H23 -2.486 1.608 -0.214  0.065
H24 -4.185 1.951 1.596  0.094
H25 -0.427 -4.018 1.043  0.066
H26 -0.698 -1.424 0.123  0.049
H27 -2.480 -0.681 3.577  0.093
H28 -1.315 -0.285 -2.425  0.039
H29 3.503 0.234 2.075  0.055
H30 0.657 -2.634 1.512  0.084
C5 -1.307 1.135 -3.836  -0.146
O7 2.172 1.543 -2.583  -0.036
O8 -1.715 -2.240 -2.230  -0.077
O9 -1.087 0.661 -2.510  -0.169
O10 -1.147 0.988 3.543  -0.163

2.
Density functional theory data (wB97M-V/def2-TZVPD) for a 9-piece molecular cluster, C5H31N2O9 overall at a distorted geometry.

Its spin multiplicity is 1. The calculation puts the HOMO energy at -11.983 eV. For the energy relative to the best compared isomer or geometry (same formula, charge and spin), the calculation gives 108.0 kcal per mole. The molecular weight comes out at 263.3 g mol⁻¹. As for the net charge: +1. The strongest force on any atom comes out at 6.137 eV/A. The calculation puts the gap between HOMO and LUMO at 9.8 eV.

Last column: Löwdin charge in e.
CARTESIAN COORDINATES (ANGSTROEM)
H1 -2.054 1.420 -2.342  0.022
O1 -1.331 1.351 -2.947  -0.041
H2 0.178 1.148 3.223  0.085
C1 -2.229 0.494 1.825  -0.106
H3 -0.610 -3.157 2.357  0.085
H4 -2.173 1.017 2.801  0.070
O2 3.182 -0.516 1.758  -0.072
H5 -4.066 -0.660 -2.467  -0.019
H6 -2.218 -2.027 0.752  -0.016
H7 3.007 4.189 2.490  0.094
H8 -1.838 1.285 -3.765  0.080
N1 1.270 0.807 -1.711  0.197
H9 1.860 4.706 1.717  0.045
O3 1.363 -4.095 -0.489  -0.031
O4 -3.567 -0.317 -1.801  -0.057
O5 -2.827 -2.091 0.036  -0.031
H10 1.690 1.588 -1.103  0.132
C2 0.504 -0.231 -0.759  -0.190
H11 0.440 1.323 -2.307  0.177
H12 1.755 0.236 -2.341  0.107
C3 -0.021 -1.301 -1.793  -0.188
O6 1.215 -1.941 -2.099  -0.120
N2 -0.819 0.297 1.422  -0.241
H13 0.530 -3.962 -0.121  -0.017
H14 -3.351 -2.789 0.355  0.058
H15 -0.141 2.368 1.971  0.090
C4 -0.667 0.442 -0.053  -0.183
H16 -0.766 -2.077 -1.358  0.147
H17 1.306 -2.770 -1.534  0.053
O7 2.766 3.157 -0.904  -0.124
H18 -0.313 -0.786 -2.720  0.112
H19 2.550 4.012 -1.370  0.080
O8 -0.606 -2.727 1.490  -0.025
H20 4.079 -0.880 1.817  0.051
C5 0.064 1.287 2.138  -0.084
H21 1.366 -0.720 -0.140  0.165
H22 -0.863 1.391 -0.387  0.091
H23 -3.402 -1.041 -1.100  0.028
H24 2.832 -0.342 2.653  0.045
H25 1.604 -5.063 -0.340  0.123
H26 -2.948 1.175 1.258  0.114
H27 -0.020 -2.001 1.611  0.023
H28 3.781 3.282 -0.757  0.116
H29 1.074 1.056 1.712  0.067
H30 -2.719 -0.523 2.224  0.117
H31 -1.525 -0.181 -0.424  0.090
O9 2.660 4.169 1.522  -0.120

3.
Density functional theory data (wB97M-V/def2-TZVPD) for a 9-piece molecular cluster, C5H32N3O8 overall at a distorted geometry.

Its spin multiplicity is 1. The calculation puts the HOMO energy at -11.986 eV. For the energy relative to the best compared isomer or geometry (same formula, charge and spin), the calculation gives 48.7 kcal per mole. The molecular weight comes out at 262.3 g mol⁻¹. As for the net charge: +1. The strongest force on any atom comes out at 6.417 eV/A. The calculation puts the gap between HOMO and LUMO at 9.6 eV.

Last column: Löwdin charge in e.
CARTESIAN COORDINATES (ANGSTROEM)
H1 0.464 -4.547 1.514  0.117
H2 -0.391 2.532 1.236  0.031
H3 1.735 2.762 0.345  0.020
H4 0.841 0.325 -2.353  0.078
H5 -1.237 -1.706 -2.572  0.134
N1 -2.131 -0.163 0.460  0.138
C1 -1.180 -1.610 -1.460  -0.189
H6 -1.250 0.673 -1.124  0.113
H7 -2.837 -2.655 2.513  -0.026
H8 -1.967 -2.380 -1.087  0.142
H9 0.163 4.019 -1.861  0.069
H10 2.300 1.207 3.173  0.003
H11 0.792 2.579 -1.811  0.027
H12 3.289 -1.223 -2.146  0.129
H13 1.963 -2.997 -1.633  0.136
C2 2.364 -0.864 -1.620  -0.242
H14 0.273 -1.436 -0.043  0.088
O1 -1.320 2.234 0.901  -0.122
C3 1.353 -2.022 -1.793  -0.190
H15 -3.639 -1.169 -2.199  0.136
O2 0.900 3.502 -1.510  -0.069
H16 3.148 3.404 -1.191  0.094
H17 -1.786 2.475 1.790  0.132
H18 1.320 1.987 2.419  -0.040
O3 -0.299 -3.885 1.416  -0.078
H19 -0.333 -1.793 3.215  0.052
O4 -2.689 -2.623 1.653  0.008
H20 -3.717 0.506 -1.442  0.079
H21 0.404 -0.319 3.223  -0.003
H22 -2.970 0.073 -2.931  0.049
O5 1.077 2.955 1.056  -0.130
H23 2.697 -0.608 -0.611  0.107
H24 0.127 -3.072 1.131  0.001
H25 1.284 3.990 1.293  0.203
O6 -0.225 -0.907 2.834  -0.046
C4 -1.804 -0.240 -1.040  -0.317
H26 -2.150 0.926 0.726  0.115
O7 1.447 1.502 3.216  0.000
H27 2.288 0.539 -3.179  0.104
H28 -1.988 -3.232 1.412  0.005
H29 1.045 -2.102 -2.801  0.093
H30 -3.125 -0.657 0.638  0.201
H31 -1.363 -0.646 0.979  0.091
C5 -3.054 -0.187 -1.940  -0.058
N2 0.141 -1.941 -0.920  -0.066
O8 3.162 2.505 -0.695  -0.161
N3 1.877 0.379 -2.245  -0.031
H32 2.912 1.902 -1.541  0.072

4.
Density functional theory data (wB97M-V/def2-TZVPD) for a 12-piece molecular cluster, C5H32NO12 overall at a distorted geometry.

Its spin multiplicity is 1. The calculation puts the HOMO energy at -6.868 eV. For the energy relative to the best compared isomer or geometry (same formula, charge and spin), the calculation gives 64.1 kcal per mole. The molecular weight comes out at 298.3 g mol⁻¹. As for the net charge: -1. The strongest force on any atom comes out at 2.562 eV/A. The calculation puts the gap between HOMO and LUMO at 9.3 eV.

Last column: Löwdin charge in e.
CARTESIAN COORDINATES (ANGSTROEM)
O1 -0.072 0.617 2.831  -0.307
O2 4.311 1.518 -1.834  -0.054
H1 -2.011 -2.372 -0.118  0.007
H2 -2.948 -0.333 3.109  -0.005
O3 -4.270 -0.476 1.138  -0.053
H3 -1.231 0.295 -3.849  0.002
C1 2.002 -1.931 -1.278  -0.196
H4 0.158 1.147 1.533  0.012
H5 3.658 1.138 -2.427  0.001
N1 1.327 1.766 -2.094  0.059
O4 -2.261 -0.719 3.653  -0.093
O5 -0.990 3.389 1.996  -0.092
H6 2.278 0.782 -0.392  0.123
H7 3.657 -1.487 -0.285  0.066
H8 -3.948 -0.516 -2.219  0.025
C2 0.233 0.294 -0.395  -0.223
O6 0.177 1.352 0.504  -0.195
O7 -1.280 -2.605 1.448  -0.081
H9 -1.418 -0.275 3.382  -0.025
H10 1.392 2.700 0.236  0.021
H11 -0.015 -2.016 4.130  0.030
H12 -1.561 -1.606 -1.437  -0.011
H13 -3.121 -1.220 -3.301  0.037
O8 0.405 -1.840 3.289  -0.135
H14 3.904 1.800 -1.011  0.023
H15 0.401 2.133 -1.955  0.082
O9 -3.444 -0.357 -3.021  -0.051
C3 1.529 0.570 -1.157  -0.328
H16 2.949 -0.505 -2.517  0.105
H17 0.424 -0.835 3.080  -0.004
C4 2.943 -2.311 -0.428  0.013
H18 -0.721 0.342 -0.951  0.122
H19 -0.799 -3.421 1.575  0.055
H20 1.755 2.694 1.730  0.017
H21 0.192 -0.737 -0.026  0.103
O10 -0.337 0.380 -4.190  -0.077
H22 -0.864 2.490 1.584  0.010
H23 -4.587 -0.929 0.352  0.026
H24 0.287 0.795 -3.569  -0.016
O11 -1.863 -2.459 -1.106  -0.105
O12 2.035 3.088 0.901  -0.094
H25 1.087 -2.555 -1.453  0.109
H26 2.105 2.374 -1.930  0.053
H27 1.228 -0.691 -2.822  0.087
C5 1.972 -0.633 -2.028  -0.177
H28 -1.478 2.951 2.711  0.025
H29 -3.390 -0.869 1.280  0.018
H30 3.128 -3.173 0.182  0.047
H31 0.140 1.067 3.651  0.017
H32 -0.749 -1.864 1.829  0.026

5.
Density functional theory data (wB97M-V/def2-TZVPD) for a 10-piece molecular cluster, C5H33N2O9 overall at a distorted geometry.

Its spin multiplicity is 1. The calculation puts the HOMO energy at -12.718 eV. For the energy relative to the best compared isomer or geometry (same formula, charge and spin), the calculation gives 30.9 kcal per mole. The molecular weight comes out at 265.3 g mol⁻¹. As for the net charge: +1. The strongest force on any atom comes out at 3.706 eV/A. The calculation puts the gap between HOMO and LUMO at 10.5 eV.

Last column: Löwdin charge in e.
CARTESIAN COORDINATES (ANGSTROEM)
C1 0.188 0.921 2.875  -0.074
H1 -1.060 2.828 -0.069  0.015
H2 -2.599 -1.908 2.458  0.065
H3 -0.621 -1.699 -2.100  0.053
O1 -3.252 0.590 0.641  -0.019
H4 -0.908 0.392 0.738  0.064
H5 3.163 -1.660 2.132  -0.029
C2 1.576 -1.615 -0.274  -0.192
C3 0.858 0.948 1.538  -0.164
H6 -2.328 0.521 -2.114  -0.024
H7 -2.523 -0.638 1.545  0.001
O2 4.414 -0.491 1.830  0.020
O3 -1.542 0.807 -1.691  -0.056
H8 2.276 -1.703 -2.237  0.132
H9 -3.547 0.464 -0.206  -0.021
H10 5.152 -0.893 1.422  0.057
H11 0.433 -1.652 1.594  0.131
H12 0.199 -3.173 -1.974  0.075
H13 0.829 1.353 3.666  0.093
H14 0.273 2.494 -1.816  -0.007
H15 -2.782 1.449 0.631  0.023
C4 0.310 -2.177 -2.296  -0.104
O4 -0.109 3.291 -1.401  -0.054
O5 -3.976 -0.012 -2.477  -0.047
O6 -1.548 2.664 0.774  -0.051
H16 -0.616 3.728 -2.097  0.079
H17 -0.889 0.899 -2.430  0.046
H18 1.136 0.332 -2.414  -0.009
H19 4.747 0.006 2.521  0.035
H20 -0.073 -0.123 3.241  0.097
O7 2.416 -2.221 2.282  -0.036
H21 -4.185 -0.885 -2.746  0.040
H22 1.850 -2.672 -0.015  0.133
H23 2.505 -2.679 3.091  0.040
H24 -0.508 -1.839 0.200  0.089
H25 -4.709 0.543 -2.955  0.142
N1 0.018 0.200 0.515  0.083
H26 1.614 1.503 -3.334  0.101
C5 0.304 -1.267 0.516  -0.144
H27 1.864 0.537 1.552  0.102
H28 2.439 -0.980 0.033  0.108
H29 -1.818 3.485 1.145  0.065
O8 -1.980 -1.337 1.977  -0.078
H30 0.935 1.962 1.159  0.118
H31 0.099 0.558 -0.434  0.114
H32 0.377 -2.177 -3.375  0.089
H33 -0.737 1.524 2.855  0.078
N2 1.425 -1.391 -1.734  -0.128
O9 0.914 1.193 -2.741  -0.052

Repeat the first record exactly.
Density functional theory data (wB97M-V/def2-TZVPD) for a 10-piece molecular cluster, C5H30O10 overall at a distorted geometry.

Its spin multiplicity is 1. As for the SMILES: CO.CO.CO.CO.CO.O.O.O.O.O. The calculation puts the HOMO energy at -10.317 eV. For the energy relative to the best compared isomer or geometry (same formula, charge and spin), the calculation gives 59.9 kcal per mole. The molecular weight comes out at 250.3 g mol⁻¹. The strongest force on any atom comes out at 2.332 eV/A. The calculation puts the gap between HOMO and LUMO at 10.7 eV.

Last column: Löwdin charge in e.
CARTESIAN COORDINATES (ANGSTROEM)
H1 0.768 0.394 -1.212  0.009
O1 0.394 -0.072 -0.468  -0.036
H2 -1.732 -2.364 -1.258  0.017
H3 2.309 -1.387 -2.919  0.013
H4 -0.588 1.959 -4.006  0.066
H5 0.889 -1.213 -3.483  0.033
H6 -0.909 -0.970 2.742  0.060
H7 1.492 2.039 -3.072  0.041
O2 1.625 -1.859 -3.372  -0.055
H8 -2.360 1.607 -3.932  0.102
O3 3.377 1.975 1.072  -0.127
H9 0.802 0.255 0.327  0.015
C1 4.130 0.888 1.523  -0.165
O4 -1.090 -2.271 0.481  -0.171
C2 -1.401 -0.456 3.579  -0.089
H10 -0.946 -2.809 -2.509  0.072
O5 -3.221 1.909 1.684  -0.126
C3 -0.012 -3.093 0.776  -0.166
H11 2.501 1.592 0.911  0.040
H12 -3.251 0.169 0.408  0.090
H13 2.765 2.248 -2.348  0.038
C4 -2.670 1.046 0.679  -0.128
O6 1.186 0.864 2.519  -0.041
H14 4.475 0.307 0.691  0.071
H15 -1.001 -0.773 4.543  0.085
H16 1.754 1.621 2.561  0.025
H17 -1.854 1.454 3.042  0.063
H18 0.656 -3.287 -0.096  0.093
H19 4.949 1.288 2.150  0.099
H20 -1.198 0.354 -4.586  0.076
H21 -1.655 0.684 1.012  0.071
H22 0.333 1.063 2.889  -0.031
H23 -2.486 1.608 -0.214  0.065
H24 -4.185 1.951 1.596  0.094
H25 -0.427 -4.018 1.043  0.066
H26 -0.698 -1.424 0.123  0.049
H27 -2.480 -0.681 3.577  0.093
H28 -1.315 -0.285 -2.425  0.039
H29 3.503 0.234 2.075  0.055
H30 0.657 -2.634 1.512  0.084
C5 -1.307 1.135 -3.836  -0.146
O7 2.172 1.543 -2.583  -0.036
O8 -1.715 -2.240 -2.230  -0.077
O9 -1.087 0.661 -2.510  -0.169
O10 -1.147 0.988 3.543  -0.163

What is the formula in the fourth record?
C5H32NO12

Which formula does entry 3 have?
C5H32N3O8

Which of these has the lowest HOMO?
C5H33N2O9